Entry i
Computed, not measured: an isolated molecule of C5H2N2O, with ωB97M-V/def2-TZVPD.

```
! RIJCOSX wB97M-V def2-TZVPD def2/J DEFGRID3
* xyz 0 1
N 3.584 0.292 0.082
C 2.348 0.222 -0.187
C 0.892 -0.014 -0.170
N 0.516 -1.284 -0.105
C -1.030 -1.131 -0.052
C -1.432 0.240 -0.131
C -0.266 1.046 -0.061
O -0.339 2.210 -0.036
H -1.644 -1.978 0.417
H -2.630 0.399 0.243
*
```

HOMO level = -10.365 eV
molar mass = 106.08 g/mol
HOMO-LUMO gap = 8.00 eV
structure (SMILES) = N#CC1=NC=CC1=O

Entry ii
Computed, not measured: an isolated molecule of C5H2N2O, with ωB97M-V/def2-TZVPD.

```
! RIJCOSX wB97M-V def2-TZVPD def2/J DEFGRID3
* xyz 0 1
N -2.886 -0.356 -0.336
C -1.732 -0.344 0.085
C -0.343 -0.368 0.378
C 0.588 -1.316 0.193
N 2.020 -0.846 -0.265
C 1.962 0.402 -0.179
C 0.356 0.805 0.272
O -0.237 1.819 -0.017
H 0.433 -2.444 0.088
H 2.540 1.233 -0.237
*
```

HOMO level = -10.252 eV
molar mass = 106.08 g/mol
HOMO-LUMO gap = 8.51 eV
structure (SMILES) = N#CC1=CN=CC1=O

Q: What are the energies relative to the best structure? A: entry i 38.5; entry ii 0.0, in kJ/mol.

Entry i
Computed, not measured: an isolated molecule of C22H29N3O6S, with ωB97M-V/def2-TZVPD.

```
! RIJCOSX wB97M-V def2-TZVPD def2/J DEFGRID3
* xyz 0 1
C -4.018 5.907 2.418
O -4.213 4.516 2.384
C -3.112 3.708 2.387
C -3.356 2.334 2.368
C -2.319 1.432 2.374
C -0.983 1.854 2.385
N 0.038 0.902 2.461
C 0.004 -0.239 1.569
C 0.707 0.088 0.243
N 2.061 0.499 0.530
S 3.181 0.361 -0.677
O 4.440 0.774 -0.135
O 3.078 -0.977 -1.191
C 2.710 1.565 -1.987
C 2.638 0.901 -3.355
N 1.666 -0.163 -3.374
C 0.373 0.047 -3.680
O -0.065 1.069 -4.165
C -0.510 -1.174 -3.403
O 0.055 -1.885 -2.327
C -0.458 -3.101 -1.963
C -1.593 -3.683 -2.503
C -1.998 -4.923 -2.025
C -1.297 -5.570 -1.033
C -0.151 -4.980 -0.490
O 0.481 -5.686 0.483
C 1.643 -5.139 1.061
C 0.265 -3.745 -0.959
C 2.136 1.657 1.390
C 1.402 1.316 2.696
C -0.753 3.228 2.408
C -1.795 4.142 2.415
H -3.467 6.260 1.539
H -3.489 6.218 3.326
H -5.014 6.346 2.416
H -4.380 1.996 2.360
H -2.551 0.378 2.395
H -1.021 -0.540 1.367
H 0.530 -1.067 2.055
H 0.754 -0.788 -0.403
H 0.147 0.887 -0.269
H 1.741 1.971 -1.710
H 3.467 2.342 -1.952
H 3.614 0.485 -3.615
H 2.336 1.637 -4.107
H 1.908 -0.976 -2.816
H -1.526 -0.827 -3.174
H -0.546 -1.789 -4.313
H -2.161 -3.194 -3.277
H -2.881 -5.383 -2.442
H -1.608 -6.531 -0.660
H 2.429 -4.984 0.316
H 1.979 -5.870 1.795
H 1.432 -4.190 1.564
H 1.149 -3.250 -0.591
H 3.192 1.859 1.569
H 1.670 2.531 0.912
H 1.422 2.157 3.387
H 1.920 0.472 3.165
H 0.252 3.621 2.423
H -1.555 5.193 2.437
*
```

HOMO level = -7.568 eV
molar mass = 463.56 g/mol
HOMO-LUMO gap = 8.16 eV
structure (SMILES) = COc1ccc(N2CCN(S(=O)(=O)CCNC(=O)COc3cccc(OC)c3)CC2)cc1

Entry ii
Computed, not measured: an isolated molecule of C22H29N3O6S, with ωB97M-V/def2-TZVPD.

```
! RIJCOSX wB97M-V def2-TZVPD def2/J DEFGRID3
* xyz 0 1
C 2.744 0.013 -5.297
C 1.230 -0.124 -5.179
C 0.511 0.895 -6.064
C -1.008 0.714 -6.133
C -1.782 1.346 -4.971
N -1.553 0.693 -3.707
C -2.344 -0.288 -3.252
O -3.373 -0.655 -3.799
C -1.891 -0.924 -1.968
C -2.732 -1.851 -1.437
N -2.473 -2.529 -0.302
C -1.305 -2.342 0.386
C -1.035 -3.071 1.552
C 0.144 -2.867 2.230
C 1.067 -1.943 1.751
S 2.580 -1.661 2.683
O 2.796 -2.812 3.509
O 3.598 -1.253 1.764
N 2.301 -0.384 3.701
C 2.234 0.942 3.143
C 0.800 1.378 2.833
C -0.091 1.208 4.075
C 0.008 -0.233 4.596
C 1.471 -0.598 4.856
O 0.279 2.099 5.108
C -0.608 3.193 5.069
C -1.900 2.562 4.545
O -1.436 1.514 3.719
C 0.828 -1.234 0.601
C -0.370 -1.412 -0.099
C -0.630 -0.617 -1.313
O 0.175 0.228 -1.698
H 3.243 -0.713 -4.660
H 3.060 1.009 -4.992
H 3.067 -0.149 -6.324
H 0.950 0.006 -4.135
H 0.934 -1.131 -5.481
H 0.742 1.905 -5.719
H 0.912 0.799 -7.077
H -1.252 -0.349 -6.178
H -1.377 1.178 -7.051
H -2.853 1.269 -5.179
H -1.510 2.400 -4.870
H -0.700 0.888 -3.193
H -3.663 -2.060 -1.946
H -3.140 -3.201 0.050
H -1.757 -3.792 1.907
H 0.388 -3.421 3.122
H 2.666 1.636 3.872
H 2.849 0.940 2.243
H 0.792 2.425 2.527
H 0.366 0.784 2.029
H -0.564 -0.314 5.521
H -0.436 -0.889 3.847
H 1.851 0.028 5.670
H 1.575 -1.648 5.132
H -0.241 3.968 4.383
H -0.691 3.600 6.076
H -2.502 2.153 5.367
H -2.506 3.239 3.943
H 1.564 -0.545 0.216
*
```

HOMO level = -8.959 eV
molar mass = 463.56 g/mol
HOMO-LUMO gap = 8.74 eV
structure (SMILES) = CCCCCNC(=O)c1c[nH]c2ccc(S(=O)(=O)N3CCC4(CC3)OCCO4)cc2c1=O

Q: What are the energies relative to the best structure? A: entry i 184.3; entry ii 0.0, in kJ/mol.

Entry i
Computed, not measured: an isolated molecule of C9H11NS, with ωB97M-V/def2-TZVPD.

```
! RIJCOSX wB97M-V def2-TZVPD def2/J DEFGRID3
* xyz 0 1
C -3.380 -0.736 -0.072
C -2.383 -1.440 0.665
C -2.896 0.349 -0.823
C -1.038 -0.996 0.755
C -1.578 0.605 -0.954
C -0.624 0.100 -0.004
C 1.690 1.441 0.743
C 3.093 0.756 0.625
C 0.832 0.413 -0.092
N 2.301 -1.244 -1.284
S 2.120 -0.908 0.205
H -4.488 -1.017 -0.115
H -2.603 -2.210 1.380
H -3.655 0.813 -1.388
H -0.313 -1.706 1.063
H -1.186 1.435 -1.557
H 1.330 1.543 1.745
H 1.722 2.446 0.297
H 3.628 1.169 -0.214
H 3.603 0.575 1.570
H 0.809 0.561 -1.114
H 3.015 -1.948 -1.431
*
```

HOMO level = -7.998 eV
molar mass = 165.26 g/mol
HOMO-LUMO gap = 8.70 eV

Entry ii
Computed, not measured: an isolated molecule of C9H11NS, with ωB97M-V/def2-TZVPD.

```
! RIJCOSX wB97M-V def2-TZVPD def2/J DEFGRID3
* xyz 0 1
C -0.161 1.081 -2.589
C -0.384 0.650 -1.168
C -1.634 0.612 -0.690
S -2.142 0.167 0.919
C -0.791 -0.941 1.446
C -0.721 -1.037 2.954
C -0.879 -2.200 0.776
N -0.926 -3.193 0.208
C 0.730 -0.250 0.828
C 0.788 0.374 -0.339
C 2.119 0.875 -0.826
H -1.110 1.219 -3.100
H 0.416 0.334 -3.130
H 0.386 2.023 -2.620
H -2.479 0.908 -1.292
H 0.103 -1.682 3.256
H -1.649 -1.452 3.345
H -0.576 -0.046 3.381
H 1.548 -0.443 1.493
H 2.353 0.442 -1.795
H 2.905 0.603 -0.129
H 2.104 1.958 -0.929
*
```

HOMO level = -8.373 eV
molar mass = 165.26 g/mol
HOMO-LUMO gap = 8.87 eV
structure (SMILES) = CC1=CS[C@@](C)(C#N)C=C1C

Q: What are the energies relative to the best structure? A: entry i 200.0; entry ii 0.0, in kJ/mol.

Entry i
Computed, not measured: a cluster of 6 separate species, C18H48O18S6 in total, with ωB97M-V/def2-TZVPD.

```
! RIJCOSX wB97M-V def2-TZVPD def2/J DEFGRID3
* xyz 0 1
C -12.946 18.787 -18.958
C -12.623 18.365 -17.516
O -12.305 16.944 -17.456
S -13.501 15.883 -17.143
C -13.539 16.289 -15.304
O -14.799 16.343 -17.742
O -12.944 14.549 -17.282
H -12.138 18.703 -19.685
H -13.248 19.836 -18.988
H -13.831 18.317 -19.388
H -11.752 18.911 -17.154
H -13.425 18.647 -16.835
H -13.925 17.303 -15.211
H -12.511 16.196 -14.958
H -14.247 15.598 -14.849
C -9.749 13.865 -17.452
C -8.810 12.944 -18.228
O -8.656 11.702 -17.637
S -7.073 11.377 -17.241
C -6.435 11.032 -18.949
O -6.412 12.570 -16.721
O -7.038 10.106 -16.592
H -9.212 14.519 -16.764
H -10.560 13.444 -16.858
H -10.238 14.518 -18.175
H -9.181 12.778 -19.241
H -7.843 13.435 -18.329
H -7.120 10.352 -19.455
H -5.440 10.589 -18.976
H -6.404 11.947 -19.541
C -4.972 19.047 -21.559
C -6.111 19.597 -22.463
O -7.314 19.182 -21.929
S -8.715 20.014 -22.203
C -9.171 19.286 -23.818
O -9.660 19.568 -21.180
O -8.395 21.429 -22.352
H -5.310 19.177 -20.530
H -4.028 19.577 -21.679
H -4.919 17.958 -21.540
H -6.057 20.687 -22.483
H -6.046 19.363 -23.527
H -8.446 18.511 -24.062
H -9.003 20.099 -24.524
H -10.229 19.089 -23.654
C -10.553 16.335 -26.858
C -10.544 14.906 -26.423
O -9.424 14.553 -25.598
S -7.956 14.548 -26.300
C -7.237 13.015 -25.456
O -8.153 14.286 -27.728
O -7.305 15.780 -25.840
H -10.198 16.967 -26.044
H -11.546 16.617 -27.206
H -9.863 16.366 -27.702
H -11.370 14.641 -25.763
H -10.661 14.319 -27.334
H -6.237 12.837 -25.849
H -7.814 12.158 -25.803
H -7.428 13.170 -24.395
C -8.830 17.233 -18.798
C -7.645 16.460 -19.408
O -8.182 15.328 -19.986
S -7.471 14.770 -21.361
C -8.112 16.043 -22.508
O -6.036 14.819 -21.167
O -8.061 13.513 -21.689
H -9.627 16.637 -18.353
H -9.328 17.775 -19.602
H -8.504 17.907 -18.005
H -7.147 17.135 -20.106
H -6.913 16.156 -18.659
H -8.931 15.693 -23.134
H -7.266 16.511 -23.011
H -8.588 16.782 -21.864
C -12.208 13.256 -20.303
C -11.441 14.467 -20.724
O -11.710 14.773 -22.112
S -11.988 16.383 -22.508
C -13.657 16.487 -21.744
O -11.111 17.191 -21.693
O -12.126 16.496 -23.953
H -12.220 12.501 -21.090
H -13.222 13.499 -19.986
H -11.767 12.692 -19.481
H -11.691 15.261 -20.019
H -10.371 14.284 -20.626
H -13.935 17.540 -21.708
H -13.703 16.030 -20.756
H -14.434 15.938 -22.278
*
```

HOMO level = -10.935 eV
molar mass = 744.97 g/mol
HOMO-LUMO gap = 11.21 eV
structure (SMILES) = CCOS(C)(=O)=O.CCOS(C)(=O)=O.CCOS(C)(=O)=O.CCOS(C)(=O)=O.CCOS(C)(=O)=O.CCOS(C)(=O)=O

Entry ii
Computed, not measured: a cluster of 6 separate species, C18H48O18S6 in total, with ωB97M-V/def2-TZVPD.

```
! RIJCOSX wB97M-V def2-TZVPD def2/J DEFGRID3
* xyz 0 1
C -0.087 2.067 -3.713
C 0.426 0.832 -2.968
O 0.989 1.172 -1.739
S 0.978 -0.031 -0.545
C -0.786 -0.121 -0.134
O 1.306 -1.325 -1.177
O 1.736 0.389 0.662
H 0.556 2.840 -4.136
H -0.761 2.582 -3.028
H -0.679 1.837 -4.598
H -0.419 0.155 -2.844
H 1.076 0.251 -3.623
H -1.215 -0.874 -0.796
H -1.274 0.853 -0.094
H -0.708 -0.559 0.860
C -2.811 3.126 0.838
C -2.929 4.556 1.355
O -1.664 4.973 1.866
S -1.487 6.415 2.670
C -1.759 5.864 4.463
O -0.062 6.773 2.541
O -2.578 7.405 2.353
H -2.005 3.026 0.110
H -3.712 2.761 0.346
H -2.591 2.571 1.750
H -3.185 5.136 0.469
H -3.715 4.591 2.109
H -2.013 6.719 5.090
H -0.809 5.465 4.819
H -2.464 5.034 4.412
C -0.992 -0.656 6.322
C 0.064 0.458 6.402
O 0.503 0.835 5.079
S -0.410 1.684 4.005
C 0.950 2.479 3.007
O -1.156 0.748 3.174
O -1.121 2.695 4.760
H -0.580 -1.544 5.841
H -1.875 -0.275 5.808
H -1.253 -0.837 7.364
H -0.171 1.302 7.051
H 0.947 0.014 6.863
H 0.361 2.768 2.136
H 1.680 1.707 2.763
H 1.424 3.256 3.606
C -0.518 -2.606 -3.777
C -1.916 -2.104 -3.943
O -2.619 -1.868 -2.756
S -3.786 -0.671 -2.714
C -4.997 -1.570 -3.746
O -4.301 -0.552 -1.373
O -3.251 0.520 -3.405
H -0.641 -3.688 -3.818
H -0.146 -2.287 -2.804
H 0.048 -2.289 -4.654
H -2.047 -1.228 -4.578
H -2.590 -2.782 -4.467
H -4.618 -1.414 -4.756
H -6.034 -1.238 -3.705
H -5.035 -2.596 -3.380
C 2.764 -4.136 -0.017
C 1.376 -4.730 -0.055
O 0.588 -3.985 0.846
S -0.956 -4.424 0.950
C -0.712 -5.012 2.646
O -1.706 -3.162 1.000
O -1.294 -5.551 0.067
H 3.446 -4.684 0.633
H 2.772 -3.105 0.336
H 3.287 -4.153 -0.973
H 0.903 -4.625 -1.032
H 1.357 -5.795 0.177
H 0.199 -5.609 2.603
H -1.534 -5.646 2.979
H -0.583 -4.080 3.196
C 3.707 1.771 -3.913
C 3.871 0.336 -3.285
O 5.203 0.041 -3.074
S 5.704 -1.494 -2.722
C 4.726 -1.756 -1.109
O 5.102 -2.405 -3.674
O 7.134 -1.530 -2.337
H 3.025 2.364 -3.303
H 3.280 1.868 -4.911
H 4.630 2.321 -3.730
H 3.387 0.345 -2.309
H 3.421 -0.412 -3.937
H 4.892 -0.990 -0.351
H 5.023 -2.760 -0.805
H 3.717 -1.744 -1.518
*
```

HOMO level = -10.747 eV
molar mass = 744.97 g/mol
HOMO-LUMO gap = 10.97 eV
structure (SMILES) = CCOS(C)(=O)=O.CCOS(C)(=O)=O.CCOS(C)(=O)=O.CCOS(C)(=O)=O.CCOS(C)(=O)=O.CCOS(C)(=O)=O

Q: What are the energies relative to the best structure? A: entry i 0.0; entry ii 117.2, in kJ/mol.

Entry i
Computed, not measured: a cluster of 2 separate species, CH7PSi in total, with ωB97M-V/def2-TZVPD.

```
! RIJCOSX wB97M-V def2-TZVPD def2/J DEFGRID3
* xyz 0 1
C 0.953 -1.118 0.490
Si 2.036 0.175 0.042
H -0.146 -0.775 0.375
H 1.326 -2.107 0.549
H 3.468 0.024 -0.142
H 1.812 1.576 0.168
P -2.305 0.483 0.252
H -1.755 0.109 -0.963
H -2.603 1.770 -0.463
H -1.110 1.088 0.618
*
```

HOMO level = -8.690 eV
molar mass = 78.13 g/mol
HOMO-LUMO gap = 8.91 eV
structure (SMILES) = C=[SiH2].P

Entry ii
Computed, not measured: a cluster of 2 separate species, CH7PSi in total, with ωB97M-V/def2-TZVPD.

```
! RIJCOSX wB97M-V def2-TZVPD def2/J DEFGRID3
* xyz 0 1
C 1.745 0.838 -0.234
Si -1.977 -1.077 0.543
P 0.532 0.697 -1.614
H 2.468 -0.090 -0.115
H 1.326 1.016 0.781
H 2.435 1.545 -0.584
H -1.316 -1.830 -0.477
H -1.259 -1.537 1.807
H -3.276 -0.333 0.582
H -0.677 0.770 -0.690
*
```

HOMO level (spin up / spin down) = -7.034 / -8.192 eV
molar mass = 78.13 g/mol
HOMO-LUMO gap (spin up / spin down) = 6.25 / 7.60 eV

Q: What are the energies relative to the best structure? A: entry i 0.0; entry ii 111.0, in kJ/mol.

Entry i
Computed, not measured: a structure of composition C3H3N2O, with ωB97M-V/def2-TZVPD.

```
! RIJCOSX wB97M-V def2-TZVPD def2/J DEFGRID3
* xyz 1 1
C 4.424 -0.086 -0.026
C 1.446 -1.362 0.123
C -0.476 -0.164 -0.248
N 3.226 -0.591 0.091
N 0.716 -0.173 0.281
O 5.429 0.446 -0.163
H -1.324 0.554 -0.131
H -0.704 -0.992 -0.863
H 1.098 0.434 1.031
*
```

HOMO level (spin up / spin down) = -15.745 / -14.558 eV
molar mass = 83.07 g/mol
HOMO-LUMO gap (spin up / spin down) = 8.69 / 6.28 eV

Entry ii
Computed, not measured: the ion C3H3N2O with charge +1, with ωB97M-V/def2-TZVPD.

```
! RIJCOSX wB97M-V def2-TZVPD def2/J DEFGRID3
* xyz 1 1
C 0.855 0.534 -0.454
C 1.147 0.260 0.767
C -0.409 0.232 -1.074
N -1.258 -0.285 -0.113
N -1.172 -0.969 0.836
O -1.566 -1.588 1.710
H 1.488 0.965 -1.318
H 1.721 0.349 1.728
H -0.804 0.502 -2.081
*
```

HOMO level (spin up / spin down) = -14.602 / -14.364 eV
molar mass = 83.07 g/mol
HOMO-LUMO gap (spin up / spin down) = 7.20 / 7.21 eV

Q: What are the energies relative to the best structure? A: entry i 0.0; entry ii 105.0, in kJ/mol.